No. 1
Density functional theory data (the ωB97M-V functional and the def2-TZVPD basis) for a molecular structure, C28H45AuClIN4OSi2.

E_tot   -77847.0946 eV
Kohn-Sham gap   7.95 eV

Each line ends with the Mulliken charge.
Cartesian coordinates (Å):
Au: 0.444 -1.406 -1.793  0.47
I: -0.237 -7.318 -3.487  0.11
C: -1.317 -5.690 -2.801  -0.40
C: -2.655 -5.801 -2.454  -0.10
C: -3.315 -4.667 -2.009  -0.92
C: -2.611 -3.476 -1.930  -0.06
N: -1.327 -3.367 -2.253  0.02
C: -0.692 -4.454 -2.680  0.08
H: -3.167 -6.751 -2.533  0.41
H: -4.360 -4.701 -1.733  0.39
H: -3.104 -2.564 -1.613  0.32
H: 0.357 -4.335 -2.929  0.12
C: 2.700 1.464 -0.778  -0.95
Si: 2.898 -0.321 -0.218  0.02
C: 4.682 -0.526 0.369  -1.09
C: 1.824 -0.573 1.310  -0.27
C: 2.487 -1.527 -1.562  -0.25
Si: 3.203 -1.386 -3.269  0.05
C: 5.088 -1.265 -3.230  -1.07
C: 2.562 0.118 -4.201  -0.92
C: 2.784 -2.913 -4.284  -1.03
H: 2.879 2.143 0.061  0.34
H: 1.693 1.657 -1.162  0.22
H: 3.413 1.722 -1.566  0.42
H: 4.881 0.122 1.229  0.32
H: 5.404 -0.275 -0.411  0.26
H: 4.881 -1.555 0.683  0.32
H: 2.151 0.061 2.142  0.21
H: 1.865 -1.613 1.645  0.42
H: 0.776 -0.339 1.095  -0.45
H: 2.752 -2.533 -1.196  0.45
H: 5.426 -0.327 -2.779  0.28
H: 5.503 -1.309 -4.241  0.34
H: 5.525 -2.084 -2.653  0.32
H: 2.675 1.035 -3.619  0.29
H: 1.499 0.000 -4.432  0.17
H: 3.096 0.250 -5.147  0.39
H: 3.080 -3.824 -3.756  0.31
H: 3.297 -2.904 -5.249  0.36
H: 1.709 -2.966 -4.480  0.23
C: -1.538 4.082 2.487  -2.40
C: -1.848 3.365 1.167  2.94
C: -0.540 2.680 0.735  -1.44
C: -2.224 4.446 0.145  -2.15
C: -3.033 2.346 1.334  1.50
O: -4.163 2.985 1.940  -0.69
C: -2.679 1.070 2.124  -0.12
C: -2.521 1.184 3.658  -1.61
C: -1.205 0.640 4.165  0.15
C: -0.361 1.403 4.962  -0.20
C: 0.858 0.905 5.405  -0.95
C: 1.229 -0.378 5.049  0.49
Cl: 2.760 -1.007 5.576  -0.23
C: 0.400 -1.170 4.271  -0.97
C: -0.807 -0.654 3.834  0.12
C: -3.685 1.925 -0.004  -2.70
N: -2.821 1.217 -0.936  1.11
C: -2.327 -0.020 -0.853  -0.11
N: -1.497 -0.241 -1.855  -0.46
C: -1.531 0.925 -2.553  -0.73
N: -2.330 1.828 -2.037  -0.83
H: -0.766 4.830 2.296  0.57
H: -1.139 3.408 3.243  0.41
H: -2.395 4.624 2.896  0.47
H: 0.212 3.443 0.523  0.72
H: -0.634 2.079 -0.169  -0.32
H: -0.135 2.044 1.526  0.15
H: -1.475 5.240 0.167  0.48
H: -3.192 4.888 0.385  0.41
H: -2.254 4.062 -0.874  0.38
H: -3.919 3.263 2.828  0.56
H: -1.766 0.643 1.709  -0.31
H: -3.475 0.347 1.924  0.78
H: -3.339 0.639 4.134  0.34
H: -2.627 2.211 4.009  0.70
H: -0.655 2.406 5.249  0.43
H: 1.516 1.507 6.017  0.45
H: 0.708 -2.171 4.003  0.43
H: -1.448 -1.276 3.219  0.39
H: -4.064 2.791 -0.535  0.39
H: -4.533 1.283 0.234  0.55
H: -2.553 -0.693 -0.043  0.66
H: -0.951 1.101 -3.443  0.51



No. 2
Density functional theory data (the ωB97M-V functional and the def2-TZVPD basis) for a molecular structure, C28H45Cl5CuO13 at a distorted geometry.

E_tot   -163632.6174 eV
2S+1   2
Kohn-Sham gap (alpha / beta)   8.54 / 6.86 eV

Each line ends with the Mulliken charge.
Cartesian coordinates (Å):
Cu: -0.201 0.763 1.078  1.11
Cl: -2.205 2.252 0.969  -0.73
C: 3.719 3.322 1.636  -1.19
C: 2.594 2.394 2.046  -0.45
O: 1.738 1.861 1.039  -0.48
H: 3.326 4.061 0.937  0.16
H: 4.603 2.858 1.197  0.30
H: 3.995 3.806 2.572  0.42
H: 2.016 2.974 2.765  0.31
H: 3.063 1.603 2.632  0.28
O: 1.271 -1.002 1.360  -0.02
C: 2.270 -1.552 0.873  -0.17
O: 2.620 -2.839 1.130  -0.42
C: 3.755 -3.263 0.411  -0.58
C: 3.727 -2.318 -0.789  -0.34
C: 3.118 -1.033 -0.286  0.87
H: 3.642 -4.238 -0.061  0.39
H: 4.732 -3.269 0.894  0.30
H: 3.151 -2.804 -1.577  -0.11
H: 4.689 -2.224 -1.294  0.51
H: 2.390 -0.572 -0.952  -0.75
H: 3.903 -0.366 0.071  0.31
O: -0.023 -0.117 -1.125  0.67
C: -0.193 -0.117 -2.319  0.25
O: 0.617 -0.744 -3.182  -0.37
C: 0.281 -0.412 -4.592  -0.42
C: -1.140 0.160 -4.404  -0.81
C: -1.136 0.815 -3.080  0.45
H: 0.136 -1.362 -5.107  0.24
H: 1.113 0.189 -4.959  0.33
H: -1.914 -0.584 -4.593  0.32
H: -1.122 0.911 -5.193  0.36
H: -2.103 0.965 -2.600  0.05
H: -0.549 1.723 -3.223  -0.17
O: -1.471 -1.132 0.833  -0.80
C: -2.012 -2.084 1.372  0.37
O: -1.315 -3.096 1.911  -0.38
C: -2.093 -4.000 2.635  -0.41
C: -3.384 -3.181 2.785  -0.80
C: -3.406 -2.191 1.632  -0.26
H: -1.435 -4.023 3.504  0.26
H: -2.149 -4.957 2.117  0.26
H: -3.473 -2.724 3.771  0.26
H: -4.304 -3.763 2.730  0.41
H: -3.720 -1.148 1.680  0.29
H: -3.965 -2.649 0.816  0.14
O: -0.599 0.271 3.224  -0.32
C: -1.327 0.473 4.157  0.47
O: -2.629 0.761 3.932  -0.24
C: -3.242 1.373 5.079  -0.44
C: -2.029 1.529 5.996  -0.65
C: -0.941 0.512 5.584  -0.58
H: -4.004 0.683 5.441  0.33
H: -3.538 2.392 4.830  0.23
H: -2.393 1.389 7.014  0.33
H: -1.850 2.602 5.916  0.34
H: -0.823 -0.543 5.833  0.29
H: 0.094 0.845 5.665  0.28
O: 0.919 -3.934 -4.434  -0.69
C: 0.480 -4.084 -3.298  0.46
O: 1.166 -3.787 -2.226  -0.11
C: 0.279 -3.996 -1.140  0.14
C: -1.125 -4.111 -1.613  -0.20
C: -0.888 -4.675 -2.953  -0.59
H: 0.360 -3.251 -0.347  -0.44
H: 0.569 -4.900 -0.604  0.44
H: -1.561 -3.113 -1.553  0.02
H: -1.814 -4.669 -0.978  0.36
H: -1.622 -4.494 -3.737  0.30
H: -0.745 -5.734 -2.735  0.30
O: 4.065 0.858 -3.617  -0.66
C: 3.519 1.872 -3.114  0.52
O: 2.301 2.349 -3.566  -0.31
C: 1.820 3.536 -2.993  -0.10
C: 3.026 4.032 -2.172  -0.52
C: 3.951 2.894 -2.022  0.30
H: 0.921 3.205 -2.473  0.02
H: 1.454 4.292 -3.689  0.30
H: 2.600 4.514 -1.292  0.23
H: 3.540 4.911 -2.562  0.28
H: 3.808 2.413 -1.054  -0.45
H: 5.007 3.098 -2.196  0.45
C: -1.169 5.971 0.576  0.13
Cl: -0.233 6.561 -0.915  -0.19
Cl: -1.915 7.208 1.615  -0.18
H: -1.949 5.269 0.282  0.15
H: -0.494 5.355 1.170  0.08
C: -5.234 0.723 -1.293  -0.22
Cl: -5.232 1.379 -2.997  -0.19
Cl: -4.707 -0.907 -1.249  -0.11
H: -4.721 1.422 -0.633  0.09
H: -6.253 0.611 -0.920  0.40



No. 3
Density functional theory data (the ωB97M-V functional and the def2-TZVPD basis) for 5 unconnected molecules or ions with the total composition C28H45ClINO7.

E_tot   -66210.5963 eV
Structure (SMILES)   CC[C@@H](Cl)C1=C(CCCCN(C)C(C)=O)C(=O)C=C(I)C1=O.CC(C)=O.CC(C)=O.CC(C)=O.CC(C)=O
Kohn-Sham gap   7.65 eV

Each line ends with the Mulliken charge.
Cartesian coordinates (Å):
C: -4.823 2.980 -0.388  -1.29
C: -4.768 1.517 0.058  -0.46
C: -3.316 1.041 0.167  1.04
Cl: -2.589 1.622 1.714  -0.21
C: -3.128 -0.445 0.080  0.76
C: -2.614 -1.088 -0.982  0.03
C: -2.240 -0.469 -2.293  -0.97
C: -0.753 -0.640 -2.637  -0.87
C: 0.177 -0.243 -1.467  -0.45
C: 1.407 0.548 -1.895  -1.18
N: 1.209 1.992 -2.163  0.34
C: 1.936 2.871 -1.241  -0.97
C: -0.129 2.418 -2.351  0.56
C: -0.595 2.509 -3.780  -1.42
O: -0.846 2.780 -1.448  -0.56
C: -2.419 -2.563 -0.906  -0.06
O: -2.313 -3.236 -1.911  -0.58
C: -2.353 -3.186 0.429  -0.47
C: -2.913 -2.560 1.463  -0.71
I: -2.996 -3.363 3.368  0.16
C: -3.592 -1.249 1.255  0.41
O: -4.494 -0.884 1.964  -0.53
H: -5.804 3.413 -0.212  0.40
H: -4.080 3.560 0.160  0.33
H: -4.570 3.064 -1.446  0.30
H: -5.310 0.884 -0.645  0.39
H: -5.221 1.425 1.041  0.30
H: -2.712 1.545 -0.581  -0.44
H: -2.836 -0.962 -3.066  0.38
H: -2.501 0.585 -2.329  0.26
H: -0.511 -0.014 -3.496  0.55
H: -0.563 -1.673 -2.918  0.61
H: 0.549 -1.156 -0.996  0.59
H: -0.385 0.283 -0.695  0.24
H: 1.823 0.081 -2.794  0.23
H: 2.169 0.458 -1.123  0.53
H: 1.906 3.889 -1.623  0.35
H: 2.980 2.560 -1.251  0.44
H: 1.549 2.840 -0.220  0.31
H: 0.126 2.097 -4.478  0.38
H: -1.582 2.068 -3.897  0.31
H: -0.697 3.576 -3.991  0.39
H: -1.904 -4.165 0.533  0.64
C: -3.840 -7.207 2.402  -1.02
C: -2.406 -7.594 2.679  0.88
O: -1.486 -6.998 2.168  -0.54
C: -2.180 -8.749 3.621  -0.90
H: -3.857 -6.362 1.717  0.16
H: -4.377 -8.044 1.954  0.36
H: -4.340 -6.924 3.329  0.31
H: -2.655 -9.651 3.230  0.33
H: -2.616 -8.527 4.596  0.32
H: -1.115 -8.924 3.743  0.12
C: 3.206 -9.873 4.864  -1.15
C: 2.026 -8.930 4.882  0.84
O: 0.895 -9.333 5.014  -0.54
C: 2.328 -7.460 4.724  -1.06
H: 2.858 -10.896 4.984  0.29
H: 3.742 -9.780 3.918  0.34
H: 3.894 -9.626 5.673  0.34
H: 2.834 -7.283 3.773  0.32
H: 2.984 -7.124 5.529  0.34
H: 1.402 -6.891 4.747  0.27
C: 2.081 7.320 0.504  -1.14
C: 1.749 7.243 -0.963  0.81
O: 1.854 6.209 -1.584  -0.55
C: 1.291 8.517 -1.630  -1.19
H: 2.396 6.342 0.859  0.26
H: 2.889 8.036 0.666  0.31
H: 1.206 7.648 1.068  0.42
H: 2.062 9.283 -1.541  0.32
H: 0.384 8.886 -1.147  0.41
H: 1.088 8.328 -2.681  0.29
C: 4.851 7.434 -2.640  -0.99
C: 5.552 6.408 -1.784  0.91
O: 5.556 6.491 -0.578  -0.55
C: 6.236 5.273 -2.506  -1.17
H: 4.400 8.184 -1.994  0.12
H: 5.560 7.922 -3.312  0.46
H: 4.072 6.954 -3.233  0.27
H: 7.001 5.664 -3.179  0.36
H: 5.508 4.719 -3.100  0.30
H: 6.697 4.605 -1.783  0.31